20
Properties=species:S:1:pos:R:3:forces:R:3 method="wB97M-V/def2-TZVPD" energy_ev=-28450.055 e_above_lowest_kj_mol=205.4 e_homo_ev=-9.15 lumo_ev=-1.121 charge=0
O 0.970957 5.190408 0.109090 -0.216 -0.758 0.472
H -0.313751 3.257974 1.958492 0.029 1.070 0.688
H 1.428071 2.368312 1.218007 -1.030 -0.908 -0.829
C 0.174324 3.267781 -1.132886 -1.535 -4.402 -0.210
O -0.619285 2.485681 1.504255 0.699 -1.533 -0.467
H -1.193265 -0.461909 -2.534652 1.153 -1.457 1.290
H -0.656817 -2.803735 -1.373883 0.043 0.060 -0.089
C 0.282847 -1.710506 0.285972 -0.883 -2.293 1.108
O -2.287076 2.131835 -1.580676 -0.846 0.876 -0.064
H 0.453700 -2.665016 0.898184 0.064 1.664 -0.921
C 0.484931 -0.468701 0.847340 0.798 0.349 0.547
S -0.912961 2.086569 -1.949931 1.778 0.608 2.897
C -0.393053 -1.845708 -0.954696 1.482 0.404 1.633
C -0.419810 0.615891 -1.022212 0.669 -0.360 -1.562
O -0.523718 2.025413 -3.302476 0.225 -0.226 -1.410
C 0.168121 0.708545 0.169280 0.944 -0.012 1.615
C 0.431764 1.981064 0.836590 -0.554 2.872 -0.405
H 0.937396 -0.272764 1.820254 -0.022 -0.829 -0.079
C -0.603537 -0.653520 -1.550639 -3.386 2.230 -4.167
C 0.541224 4.222688 -0.424993 0.589 2.645 -0.048

***

19
Properties=species:S:1:pos:R:3:forces:R:3 method="wB97M-V/def2-TZVPD" energy_ev=-17246.423 e_above_lowest_kj_mol=499.6 e_homo_ev=-7.35 lumo_ev=0.757 charge=0
H 2.849810 0.654329 -0.242007 -0.494 -0.646 0.007
H 0.173602 0.049118 -2.339340 -0.054 0.423 -0.035
H -2.385448 -1.156200 1.255349 -1.615 -1.626 2.279
C -1.794751 -0.555820 0.696393 2.279 0.389 -2.550
C 1.219345 -0.181455 -2.479839 0.137 -0.548 -1.006
H -3.456264 2.475952 0.484168 0.187 -0.634 -0.475
H -1.618119 1.223381 -0.378515 0.806 0.033 -0.609
C 3.486641 -1.089262 0.780904 -1.100 -0.473 -0.517
H -3.930669 1.317885 1.695350 0.336 -0.825 -0.753
C -2.161930 0.662872 0.345679 -0.007 0.799 0.612
H -2.483348 2.147705 1.841216 0.024 -0.504 -0.756
H -0.889781 -1.085580 0.262366 -1.498 0.868 0.329
H 0.702226 -1.069114 -0.412542 -0.969 -0.456 0.343
C 2.712115 -0.433477 -0.081305 2.118 1.259 0.420
H 1.452790 -0.519354 -3.523425 -0.066 0.053 1.308
S 1.681896 -1.267812 -1.259508 0.219 0.194 -0.806
C -3.078514 1.609859 1.048845 -0.716 1.491 2.009
H 4.162481 -0.614625 1.468843 0.087 0.182 0.072
H 3.357922 -2.168399 0.837362 0.327 0.022 0.129

***

76
Properties=species:S:1:pos:R:3:forces:R:3 method="wB97M-V/def2-TZVPD" energy_ev=-94414.769 e_homo_ev="-6.37 / -9.55" lumo_ev="-0.276 / -0.379" charge=0 spin_multiplicity=2
O 2.917685 4.028856 -1.827339 0.169 0.015 -2.896
C 2.580325 -0.319664 -1.241849 -2.208 -1.149 1.516
C 4.213005 4.404916 -5.422159 0.000 -1.336 0.006
H -0.120265 -4.590654 -0.076849 0.062 0.317 -0.637
H -5.586265 -0.767254 2.623411 -0.328 -0.798 -0.184
H -3.376125 -6.251454 -3.701739 -0.061 -0.113 0.205
H 0.908665 2.868446 0.198461 0.441 0.363 0.210
H -1.771845 0.141846 -0.077099 0.322 -0.074 0.206
O -3.615685 -0.438314 2.384441 1.553 1.906 0.047
C 1.653315 -0.868154 -0.088929 0.865 1.622 -0.429
H -2.455065 1.278696 -1.118259 -0.507 0.846 0.392
Pb 4.362795 0.108726 -3.656029 -0.967 0.454 1.172
O 2.014015 -0.033954 -2.283709 -1.319 0.419 -2.668
H -3.419955 0.016586 -0.363839 -0.702 0.611 0.440
H 2.433295 -0.891044 4.416351 0.041 -0.294 -0.278
C -2.328115 -6.154954 -3.418099 -0.328 -0.900 0.296
H 0.160165 3.173206 1.747071 -0.029 -0.267 0.195
C -4.831285 -5.981654 -0.467659 -0.990 -0.191 -0.818
C 2.197145 -0.325374 3.515051 -0.385 -0.458 0.143
H -1.821715 -5.796704 -4.314379 0.356 0.904 0.618
H -1.317025 -3.199584 -0.371569 0.591 0.113 0.107
H 1.156975 -1.816974 -0.292599 0.613 -0.136 0.072
H -4.755295 -4.944054 -0.142519 0.826 -0.168 0.141
H 2.216355 -0.738724 0.835371 -0.192 -0.821 0.026
H 4.492055 3.546796 2.035191 -0.174 -0.061 -0.049
H 4.249065 2.681466 -0.787929 0.112 0.171 -0.707
C 4.687345 2.549096 2.428331 -0.355 -0.372 -0.711
H -2.318995 0.847786 4.304581 -0.135 -0.113 0.148
P -3.911075 1.083176 1.928271 -2.877 0.799 0.173
C -1.008695 -4.045784 0.242401 0.612 -0.247 0.604
H 3.092855 -0.192314 2.908341 -0.035 0.002 0.006
O 1.636545 0.885626 3.971771 0.841 2.136 0.127
P 2.173215 2.283256 3.359461 -1.093 -0.100 0.810
H 1.389945 -0.774544 2.936461 0.385 -0.545 -0.046
C -4.666815 -1.352564 2.611831 -0.029 -0.712 -0.928
H 3.058405 3.590756 0.095191 -0.180 -0.284 -0.003
H 4.328965 5.192916 -6.166269 -0.285 0.313 0.580
O -5.211635 1.302126 1.204351 1.840 -0.715 1.796
H 5.721045 2.538496 2.773941 -0.264 -0.274 0.318
H 0.044415 1.620396 0.831851 0.195 -0.642 1.061
H -5.604945 -6.450564 0.140351 0.507 -0.302 0.409
C 3.225095 3.051796 -0.837459 -0.254 -0.176 0.720
O -3.662855 -6.817174 -0.535579 2.655 1.278 0.272
H 0.300035 2.340966 -2.561449 -0.575 -0.187 -0.129
O 3.787985 2.190056 3.469041 -1.787 0.368 1.049
O -2.723725 1.572086 0.993661 -0.089 -0.527 0.442
H -2.899695 2.380206 5.031491 -0.032 -0.236 0.063
H -4.486465 -2.054034 1.797261 -1.235 -0.087 -0.378
H 2.549325 2.202846 -0.940999 0.182 0.029 0.169
O 1.938745 2.072176 1.782941 0.163 -0.029 0.095
O 1.029025 4.031356 -3.504299 0.650 -0.215 0.191
C -2.647215 1.867526 4.103311 1.849 0.089 1.437
O -0.954885 -7.090854 -0.743649 -2.092 0.963 0.189
O -2.242125 -5.363084 -2.206749 0.149 -0.370 0.592
P 2.613535 3.659536 -3.404119 0.038 -0.356 0.629
H -0.774575 -3.815884 1.281841 -0.255 0.625 -0.073
H -1.025895 3.566166 -2.952809 0.490 -0.072 -0.818
O -3.758385 1.913836 3.301191 -1.609 -0.323 -2.732
H 0.013495 3.787486 -1.607239 0.516 0.357 -0.096
C 0.700485 2.422116 1.170861 -0.446 1.017 -0.965
O 2.986755 2.253686 -3.834089 -0.479 1.947 0.576
C -2.656425 0.771186 -0.174869 1.857 -1.629 -1.221
H 0.847795 -0.136164 -0.030369 -0.139 0.004 -0.053
O 3.411245 4.785826 -4.288259 -1.540 -0.716 1.282
H -1.893695 -7.136024 -3.226069 -0.163 -0.114 -0.005
H -5.299325 -5.969834 -1.451989 0.240 0.160 -0.275
H -1.783325 2.400046 3.705541 -0.037 0.103 -0.367
H -4.542845 -2.014954 3.468551 0.289 0.839 0.626
O 3.780315 -0.134864 -1.080539 3.031 -0.213 0.554
C -0.003505 3.386176 -2.620529 1.618 -0.047 0.123
P -2.123685 -6.165674 -0.775579 -1.001 0.288 -0.325
O 1.408655 3.402206 3.980621 1.500 -1.264 -0.978
O -2.106085 -4.931164 0.295191 -1.111 -2.202 -1.294
H 4.489985 1.764206 1.698191 0.693 0.402 -0.644
H 3.752415 3.544496 -5.907579 -0.053 0.083 -0.136
H 5.183025 4.054836 -5.069149 0.089 0.291 0.009

***

Question: What is the charge in the third record?
Answer: 0